1.
# C4H7IN2O

C4H7IN2O as an isolated structure (wB97M-V/def2-TZVPD, the OMol25 dataset).

Properties
LUMO = -0.18 eV
Largest force on an atom = 5.22 eV Å⁻¹
E_HOMO = -8.2 eV
Energy above the lowest of the compared OMol25 structures with the same formula, charge and spin = 349.62 kJ/mol
DFT total energy = -17385.888 eV
HOMO-LUMO gap = 8.067 eV

The geometry in XYZ format:
```
15
Properties=species:S:1:pos:R:3:forces:R:3
C 1.0625 -1.3338 0.2566 0.481 0.073 1.192
C 1.1171 -2.0880 -0.7968 1.433 -0.096 -0.945
C 0.1477 -1.3825 1.4509 -1.740 1.705 -2.372
C -0.4552 2.2085 -0.4724 -1.987 0.593 -0.321
N -1.4295 0.0977 -0.5671 -3.590 -1.276 -3.574
N -0.5371 0.7908 -0.2465 3.250 1.596 2.604
O 1.4451 -2.6313 -1.7794 -0.926 -0.248 0.257
I 2.5542 0.1420 0.0183 0.117 -0.151 0.228
H -0.8047 -1.6457 0.9061 0.497 -0.074 1.328
H -0.0424 -0.3336 1.8036 0.384 -1.144 -0.087
H 0.3936 -2.0504 2.2279 0.464 -0.753 0.790
H -0.2639 2.4666 -1.5276 -0.388 -0.077 0.269
H -1.4714 2.5659 -0.0708 1.500 0.153 -0.895
H 0.3475 2.6015 0.1243 0.240 0.178 0.250
H -2.0636 0.5923 -1.3270 0.266 -0.479 1.276
```
Forces are in eV/Å.



2.
# C39H41N4P2S2SiZn

C39H41N4P2S2SiZn as an isolated structure (wB97M-V/def2-TZVPD, the OMol25 dataset).

Properties
LUMO = -2.16 eV
Largest force on an atom = 3.19 eV Å⁻¹
E_HOMO = -10.2 eV
Energy above the lowest of the compared OMol25 structures with the same formula, charge and spin = 114.94 kJ/mol
Net charge = +1
DFT total energy = -143610.143 eV
HOMO-LUMO gap = 8.020 eV

The geometry in XYZ format:
```
90
Properties=species:S:1:pos:R:3:forces:R:3
Zn -17.9970 -14.4287 5.4533 -0.523 -1.287 -0.208
N -18.4261 -18.0204 6.2332 -0.803 0.453 0.415
P -18.3171 -16.9048 4.9648 -0.137 -1.355 -0.009
C -17.2968 -17.9213 3.8141 -1.130 -0.454 -0.303
C -16.5905 -17.2483 2.8390 0.394 0.709 -0.435
C -15.7808 -17.8774 1.8983 -0.782 -1.005 0.860
C -15.8150 -19.2771 1.9195 1.563 0.901 -0.581
C -16.5272 -19.9824 2.8440 -1.815 -0.345 1.020
C -17.3472 -19.3285 3.7941 1.243 0.156 -0.242
C -20.0400 -16.9980 4.3276 0.315 0.249 0.801
C -21.1167 -16.9822 5.2294 -0.041 0.448 0.053
C -22.4192 -16.9619 4.7612 -0.252 -0.573 -0.820
C -22.6383 -17.0208 3.3483 -0.618 -0.056 1.118
C -21.5848 -17.0069 2.4555 0.810 0.023 0.400
C -20.2619 -16.9785 2.9865 -0.909 -0.194 -1.584
P -17.5481 -17.8091 7.7191 -0.528 1.525 -0.031
C -18.6200 -18.8837 8.7367 1.331 -1.489 0.359
C -18.1286 -20.0773 9.3676 -1.202 1.632 -0.704
C -19.0173 -20.8621 10.0626 0.473 0.428 -0.356
C -20.3165 -20.4532 10.2592 -0.588 0.046 0.649
C -20.7871 -19.2338 9.7861 1.653 -1.053 -0.751
C -19.9351 -18.5062 8.9222 -1.765 0.591 0.053
C -16.0114 -18.6609 7.3367 0.320 -0.294 0.539
C -16.0904 -19.9284 6.8189 2.104 -1.639 -0.913
C -14.8713 -20.6297 6.5486 -0.860 -0.115 -0.378
C -13.6375 -20.0769 6.8284 -0.446 1.154 0.801
C -13.5632 -18.8019 7.4529 0.228 -0.807 -0.216
C -14.7498 -18.0878 7.6413 0.206 -0.255 0.318
H -19.2890 -18.5827 6.2580 0.719 0.313 -0.010
H -16.7343 -16.1786 2.8382 0.468 0.406 -0.118
H -15.1198 -17.3595 1.2290 -0.105 0.266 -0.238
H -15.1323 -19.8110 1.2701 -0.189 -0.080 -0.196
H -16.5319 -21.0691 2.7821 0.070 0.187 0.200
H -17.8734 -19.9050 4.5585 0.037 0.318 -0.414
H -20.8731 -16.8990 6.2813 -0.308 -0.145 0.073
H -23.2947 -17.0033 5.4432 0.830 0.172 -0.506
H -23.6852 -17.1189 3.0258 0.627 0.208 -0.099
H -21.7579 -17.0373 1.3728 0.129 -0.006 0.541
H -19.3974 -17.0020 2.3326 -0.160 0.038 -0.250
H -17.1096 -20.3663 9.2685 0.624 -0.139 -0.140
H -18.6774 -21.7872 10.4519 0.178 -0.760 0.403
H -20.9452 -21.1230 10.8421 -0.146 0.330 -0.065
H -21.7808 -18.9875 10.0546 -0.801 0.656 -0.230
H -20.3991 -17.6701 8.3360 0.769 -0.486 0.825
H -17.0190 -20.4272 6.5383 0.107 0.334 0.356
H -14.8727 -21.6308 6.0911 -0.289 0.516 0.238
H -12.7305 -20.6137 6.6086 0.118 -0.164 0.033
H -12.5502 -18.4998 7.8244 -1.250 0.254 -0.544
H -14.7059 -17.0916 8.0824 -0.133 -0.210 -0.012
C -21.0537 -14.2057 10.1941 0.012 -1.510 0.065
Si -20.2225 -12.5837 9.8828 0.146 1.263 0.257
C -21.3780 -11.6483 8.7514 -0.227 1.025 0.223
C -19.7010 -11.5772 11.4222 0.206 -0.304 -0.656
C -18.6063 -12.8190 8.9948 0.905 -1.762 -0.868
C -17.3673 -12.5340 9.6010 -0.725 0.633 -0.321
C -16.1711 -13.0270 9.0854 1.441 -0.115 -0.563
C -16.1854 -13.7601 7.8838 -1.940 1.103 1.848
N -17.3673 -13.9506 7.2532 0.939 -0.321 0.260
C -18.5654 -13.6307 7.7804 1.366 1.834 2.228
S -19.9042 -14.1785 6.8616 -0.670 0.043 -0.579
H -20.3789 -15.0730 10.0018 -0.306 0.591 -0.137
H -21.9226 -14.3161 9.5189 0.391 0.039 0.305
H -21.3949 -14.4057 11.2144 -0.079 0.422 -0.009
H -22.2537 -11.3240 9.3177 -0.161 -0.150 0.163
H -21.7482 -12.3136 7.9713 0.163 0.205 -0.150
H -20.9877 -10.6873 8.3487 0.037 -0.763 -0.030
H -20.6306 -11.2430 11.8704 -0.056 -0.001 0.512
H -19.1713 -10.6305 11.0807 -0.280 -1.305 0.642
H -19.1225 -12.2599 12.1248 -0.561 1.259 -0.729
H -17.3148 -11.8352 10.4692 -0.172 -0.911 -0.659
H -15.2137 -12.7556 9.6071 -1.018 -0.607 -0.705
H -15.3575 -14.2822 7.4828 0.873 -0.003 -0.503
N -19.5055 -11.4437 4.6717 1.035 -1.176 -0.153
C -18.5416 -11.6994 3.7644 -0.515 0.656 0.131
S -17.6431 -13.1664 3.6164 -0.188 0.318 0.028
N -18.2857 -10.7045 2.8939 0.111 -0.279 -0.045
C -17.2374 -10.7015 1.9311 1.108 -0.022 -1.208
C -16.2935 -9.6596 1.8953 -0.696 -0.454 1.153
C -15.1135 -9.8945 1.1895 0.461 1.462 0.643
C -14.8448 -11.0856 0.5773 0.268 -0.305 -0.967
C -15.9080 -11.9359 0.3428 0.528 -1.517 -0.609
C -17.0901 -11.7661 1.0012 -1.201 0.781 1.710
H -19.6797 -12.1560 5.3830 -0.237 0.164 -0.055
H -19.9900 -10.5638 4.7291 0.037 0.021 -0.086
H -18.6533 -9.8057 3.1472 -0.198 0.282 -0.082
H -16.4124 -8.7853 2.5900 0.194 -0.790 -1.004
H -14.3660 -9.1047 1.1507 -0.016 -0.187 0.317
H -13.8401 -11.3539 0.2300 -0.508 0.424 -0.123
H -15.7720 -12.8163 -0.3125 -0.109 0.550 0.517
H -17.8839 -12.5031 1.0014 0.108 0.005 -0.458
```
Forces are in eV/Å.



3.
# C2Cl2F2

C2Cl2F2 as an isolated structure (wB97M-V/def2-TZVPD, the OMol25 dataset).

Properties
LUMO = -1.45 eV
Largest force on an atom = 2.62 eV Å⁻¹
E_HOMO = -9.5 eV
Energy above the lowest of the compared OMol25 structures with the same formula, charge and spin = 485.45 kJ/mol
DFT total energy = -32547.654 eV
HOMO-LUMO gap = 8.098 eV

The geometry in XYZ format:
```
6
Properties=species:S:1:pos:R:3:forces:R:3
C -1.4428 0.0375 -0.5808 -1.903 0.999 -1.493
C 1.4614 0.3867 0.6089 -0.891 0.029 0.402
F -2.0148 -1.0158 -0.0734 -0.684 -1.045 0.445
F -1.6143 0.9546 0.3268 0.255 0.584 0.641
Cl 3.0226 0.3141 0.1021 1.803 0.286 -0.196
Cl 0.5878 -0.6771 -0.3836 1.420 -0.853 0.201
```
Forces are in eV/Å.



4.
# C8H36BN2O9P2S

A 7-piece molecular cluster, C8H36BN2O9P2S overall (wB97M-V/def2-TZVPD, the OMol25 dataset).

Properties
LUMO = 1.70 eV
Largest force on an atom = 0.38 eV Å⁻¹
E_HOMO = -4.1 eV
Net charge = -1
DFT total energy = -60380.468 eV
HOMO-LUMO gap = 5.760 eV

The geometry in XYZ format:
```
59
Properties=species:S:1:pos:R:3:forces:R:3
C 3.6570 -3.1684 0.1862 0.001 -0.017 0.075
C 2.1492 -2.8910 0.1797 0.005 -0.041 -0.033
C 1.7433 -1.9376 -0.9421 -0.035 -0.011 -0.014
O 2.2665 -0.6421 -0.7838 0.045 -0.032 -0.029
C 1.5936 0.1669 0.2095 0.010 -0.138 -0.087
B 0.7478 1.3883 -0.4716 -0.088 0.015 -0.032
C -0.4905 0.8400 -1.3815 -0.071 0.000 0.092
C -1.5052 1.8596 -1.9548 0.154 0.027 0.088
C -2.8648 1.8303 -1.2568 0.083 0.045 0.160
C -3.5237 0.4457 -1.2341 -0.077 -0.062 -0.217
N -3.3760 -0.2514 0.0594 0.141 -0.008 0.141
P 1.9651 2.4841 -1.5158 -0.075 0.230 -0.102
N 1.4139 3.6713 -2.4277 -0.008 -0.064 0.135
P 0.1727 2.4457 1.0557 -0.312 -0.178 0.125
O -0.6306 3.7916 0.6248 -0.035 0.140 -0.093
O -1.0801 1.6503 1.7604 0.240 -0.221 0.041
S 1.5653 2.8615 2.3784 0.048 0.119 0.009
H 4.0503 -3.2600 1.2009 -0.025 -0.013 -0.018
H 3.8969 -4.1016 -0.3260 0.009 0.090 -0.064
H 4.1921 -2.3476 -0.2970 -0.018 -0.018 0.036
H 1.5884 -3.8236 0.0514 0.037 0.015 0.044
H 1.8339 -2.4724 1.1389 -0.014 0.054 -0.053
H 2.1448 -2.3100 -1.8917 -0.044 0.005 0.022
H 0.6483 -1.8981 -1.0406 0.042 -0.009 0.050
H 2.3543 0.5125 0.9155 -0.046 -0.031 -0.038
H 0.9235 -0.4831 0.7947 -0.001 0.076 0.013
H -1.0239 0.0799 -0.7860 0.022 0.013 -0.131
H -0.0489 0.2694 -2.2084 0.052 0.002 0.066
H -1.0846 2.8654 -1.8902 -0.005 -0.028 -0.058
H -1.6582 1.6752 -3.0239 -0.039 -0.049 0.032
H -3.5330 2.5542 -1.7317 0.002 -0.064 -0.036
H -2.7524 2.1435 -0.2134 -0.040 0.034 -0.060
H -3.0886 -0.1625 -2.0365 -0.102 0.048 -0.017
H -4.5884 0.5409 -1.4602 0.051 0.021 0.050
H -4.2458 -0.6697 0.3582 0.001 -0.001 -0.017
H -2.6951 -0.9973 -0.0020 -0.027 -0.013 -0.019
H 2.6733 1.5107 -2.2615 0.083 -0.031 0.001
H 2.9737 2.8488 -0.6009 0.132 0.017 -0.031
H 1.8320 4.5610 -2.1838 -0.024 -0.018 -0.082
H -1.4935 3.8193 1.0616 0.209 -0.046 -0.041
H -1.4025 0.9209 1.2046 -0.131 0.199 0.057
O 1.5583 1.6510 5.6565 0.218 0.157 0.176
H 1.9449 2.0577 4.8670 -0.243 -0.198 -0.154
H 1.0574 2.3709 6.0508 -0.061 -0.035 -0.049
O 4.3092 -6.6870 0.4559 -0.039 0.017 -0.089
H 4.8868 -7.4321 0.2693 0.016 0.020 0.049
H 4.0740 -6.7879 1.3867 0.031 -0.092 0.022
O -6.2071 2.4263 -2.4459 -0.052 -0.021 -0.001
H -6.9254 2.6400 -3.0490 0.032 -0.003 0.014
H -6.5660 2.6728 -1.5865 0.000 0.016 -0.040
O -8.9141 3.5105 -1.3371 -0.017 -0.009 0.011
H -9.6413 3.7210 -1.9301 0.000 0.009 0.013
H -9.2300 3.7442 -0.4592 0.011 0.007 -0.001
O 3.7999 -8.0140 3.0831 0.008 -0.056 0.053
H 3.2791 -8.7981 2.8839 -0.026 0.030 -0.035
H 3.5790 -7.7915 3.9927 0.012 0.063 -0.015
O 4.8827 1.6822 0.8712 0.028 -0.067 0.157
H 4.0259 1.9879 1.2041 -0.015 0.073 0.009
H 4.7865 0.7251 0.8287 -0.054 0.034 -0.085
```
Forces are in eV/Å.



5.
# C25H67NO9

C25H67NO9 as an isolated structure (wB97M-V/def2-TZVPD, the OMol25 dataset).

Properties
LUMO = 0.41 eV
Largest force on an atom = 19.61 eV Å⁻¹
E_HOMO = -7.9 eV
Energy above the lowest of the compared OMol25 structures with the same formula, charge and spin = 2683.66 kJ/mol
DFT total energy = -46899.780 eV
HOMO-LUMO gap = 8.323 eV

The geometry in XYZ format:
```
102
Properties=species:S:1:pos:R:3:forces:R:3
C -2.6214 -0.2662 -3.5628 1.079 -0.027 0.223
O -3.3340 -0.5106 -2.3975 -2.810 1.206 -0.858
H -1.8814 0.5151 -3.3892 0.019 -0.582 -0.324
H -2.0408 -1.1640 -3.7747 0.065 -0.078 -0.806
H -3.2039 0.0502 -4.4281 -0.544 -0.266 0.302
H -2.7365 -0.5118 -1.6461 0.231 0.474 -0.440
C -1.1738 2.8218 -2.9017 -0.253 -0.129 0.682
O 0.1608 2.4248 -2.6278 0.575 1.907 0.072
C 0.8634 3.4833 -1.9129 0.576 -1.250 0.377
C 2.3261 3.0700 -1.6744 -0.166 0.291 -3.532
N 2.4996 1.9054 -0.7771 1.395 -5.444 -8.030
C 3.8583 1.3973 -0.8003 -0.691 -1.777 1.513
C 3.9339 0.3287 0.3430 0.610 -0.005 -0.712
O 3.1614 -0.8433 0.0015 1.154 -0.043 -1.070
C 3.3240 -1.9155 0.9219 -0.629 0.972 0.986
H -1.6358 3.0992 -1.9543 -0.127 0.476 -0.393
H -1.7305 1.9452 -3.2329 0.326 0.694 -0.208
H -1.2867 3.6401 -3.6128 0.334 0.048 -0.174
H 0.4235 3.6454 -0.9289 -0.374 -0.017 -0.005
H 0.8646 4.4482 -2.4199 -0.134 -0.085 -0.435
H 2.8573 3.9392 -1.2866 -0.036 -0.285 0.094
H 2.7806 2.8855 -2.6478 0.004 -0.329 -0.338
H 1.8885 1.1741 -1.1115 -0.004 0.379 0.865
H 4.5614 2.1937 -0.5564 -0.009 -0.017 -0.288
H 4.0219 0.8947 -1.7536 0.613 0.177 -0.159
H 3.5235 0.7395 1.2655 1.039 -0.375 -0.977
H 4.9851 0.1056 0.5253 0.183 -0.464 -0.189
H 2.6515 -2.7443 0.7005 0.246 0.415 -0.124
H 3.0027 -1.4465 1.8519 0.044 -0.658 0.733
H 4.3113 -2.3503 1.0777 0.426 0.442 -0.476
C -1.6482 1.7453 -0.0913 -0.809 1.051 1.560
C -2.3187 1.2255 1.2213 1.502 0.953 -0.248
C -1.9358 2.1232 2.4282 0.114 -0.294 -0.655
O -3.6719 1.1142 1.0507 -1.834 0.346 -0.243
H -2.0325 1.2829 -1.0004 -1.317 0.457 0.812
H -0.5732 1.5938 -0.1898 -0.727 0.922 1.189
H -1.7773 2.8237 -0.1839 -0.485 0.183 0.382
H -2.0658 0.1911 1.4539 -1.018 1.476 -0.693
H -0.8588 2.2801 2.4878 -0.274 0.133 -0.432
H -2.2012 1.6873 3.3913 -0.496 0.038 -0.132
H -2.3995 3.0981 2.2773 -0.105 0.057 0.210
H -3.9664 1.9282 0.6357 -0.458 0.090 -0.074
C 1.1373 -4.0123 -2.5915 0.241 0.781 1.059
C 0.0232 -3.8411 -1.5527 5.649 -2.979 -1.736
C 0.5268 -3.4946 -0.1724 0.815 -0.619 0.162
O -0.8003 -2.7735 -2.0082 8.077 -14.148 -10.908
H 1.8504 -4.7417 -2.2073 -0.138 -0.349 -0.513
H 1.6835 -3.0717 -2.6622 0.084 -0.029 -0.274
H 0.6670 -4.2442 -3.5471 0.407 -0.338 -0.080
H -0.5262 -4.7789 -1.6351 0.254 -0.179 0.516
H -0.2291 -3.3090 0.5906 0.272 -0.188 -0.689
H 1.2483 -2.6828 -0.2646 -0.532 -0.094 -0.160
H 1.1224 -4.2993 0.2588 -0.059 -0.449 -0.418
H -1.0150 -2.8499 -2.9408 0.077 0.405 -0.458
C 0.1672 -0.3366 0.1694 -0.438 -0.163 -5.184
C -0.2636 -0.1472 -1.3109 0.974 0.534 -0.892
C 0.8813 -0.1669 -2.3685 -0.278 -0.158 0.606
O -1.1882 -1.1403 -1.6527 -0.167 16.173 2.206
H 0.8269 -1.1939 0.3028 0.053 0.826 -0.541
H -0.7015 -0.5848 0.7794 1.013 0.737 -4.143
H 0.6347 0.5705 0.5524 -1.426 -1.015 -0.797
H -0.8307 0.7835 -1.2961 2.146 -1.645 -1.856
H 0.5386 0.0515 -3.3799 -0.203 -0.044 0.100
H 1.3585 -1.1469 -2.3585 0.180 0.033 0.000
H 1.6388 0.5817 -2.1360 -0.335 -1.037 -1.340
H -0.6863 -1.9512 -1.5430 1.564 5.038 3.704
C 0.3295 0.5351 4.1834 -0.486 -0.555 1.576
C -0.3818 -0.7521 3.7131 -0.268 1.209 0.795
C -0.4183 -0.9311 2.2350 2.073 -0.098 5.676
O 0.2963 -1.7983 4.3041 1.310 -1.684 1.088
H 0.3122 0.5616 5.2730 -0.371 0.007 0.155
H -0.1415 1.4367 3.7921 0.186 -0.381 0.506
H 1.3914 0.5764 3.9407 -0.325 -0.697 0.840
H -1.3813 -0.7355 4.1476 -0.474 0.266 -0.127
H -1.0820 -0.1731 1.8191 1.453 -1.110 2.652
H -0.6724 -1.9557 1.9633 0.801 1.127 2.183
H 0.6006 -0.8031 1.8693 -0.243 0.013 1.531
H -0.3087 -2.5056 4.5395 0.006 -0.005 -0.086
C -4.2297 -2.6189 -0.6558 0.283 0.001 0.992
C -2.6939 -2.5630 -0.5305 -2.953 -1.647 -0.043
C -2.2056 -2.1729 0.8843 -1.355 -1.135 -2.323
O -2.1343 -3.8311 -1.0005 -6.007 -2.101 4.515
H -4.6600 -3.3128 0.0663 -0.136 -0.508 -0.285
H -4.5451 -2.7856 -1.6858 0.082 -0.346 0.157
H -4.6653 -1.6620 -0.3682 0.171 0.312 -0.050
H -2.4362 -1.8035 -1.2686 -0.943 -2.102 1.809
H -2.5545 -2.8565 1.6583 0.109 -0.423 -0.009
H -2.5908 -1.2007 1.1917 -0.233 -0.392 -0.404
H -1.1168 -2.1217 0.8896 -2.386 -0.670 -1.624
H -1.3128 -3.6314 -1.4554 -6.036 -1.891 2.405
C 1.7620 1.4273 1.8891 0.511 -0.825 0.506
C 1.4009 2.8278 1.5051 0.802 0.735 -0.394
C 1.4198 3.7080 2.7163 -0.269 0.729 0.655
O 2.2737 3.3886 0.5692 -0.621 7.032 7.259
H 2.7944 1.3214 2.2225 -0.460 1.056 1.058
H 1.7164 0.6958 1.0822 1.064 0.931 1.042
H 1.1548 1.0295 2.7022 0.471 0.941 -2.020
H 0.4199 2.8187 1.0301 -0.482 0.035 0.306
H 0.7179 3.3750 3.4809 0.056 0.007 0.171
H 1.1896 4.7483 2.4865 -0.248 -0.033 -0.271
H 2.4219 3.7618 3.1419 0.089 -0.367 0.038
H 2.3603 2.7348 -0.1283 -0.635 0.416 3.374
```
Forces are in eV/Å.